#i
Formula: C3H4NO
Source: OMol25
Level of theory: ωB97M-V/def2-TZVPD

Last column: natural (NBO) charge in e.
Positions of all 9 atoms, in Å:
1 C -1.5397 1.0197 -0.1110  0.64
2 C -0.1299 0.9031 0.0976  -0.45
3 C -0.5375 -0.6912 -0.1046  -0.08
4 N -2.5148 0.3129 -0.0390  -0.01
5 O -2.0277 -0.8876 0.1389  -0.21
6 H 0.4942 1.0806 -0.7604  0.31
7 H 0.1280 1.0464 1.0572  0.28
8 H -0.2438 -1.1278 -1.0677  0.26
9 H -0.1184 -1.4523 0.4808  0.26

Properties
Frontier orbital gap, eV: 8.56
Net charge: +1

***

#ii
Formula: C3H4NO
Source: OMol25
Level of theory: ωB97M-V/def2-TZVPD

Last column: natural (NBO) charge in e.
Positions of all 9 atoms, in Å:
1 C 0.6271 0.4387 0.0449  -0.19
2 C -0.5754 1.0779 -0.0345  0.20
3 C 0.3544 -0.8965 0.0775  -0.42
4 N -1.0256 -1.0740 0.0912  0.17
5 O -1.5745 0.2633 0.0177  -0.15
6 H 1.6268 0.8473 0.1093  0.29
7 H -0.8344 2.1811 0.1180  0.28
8 H 0.2734 -1.3276 -0.9871  0.45
9 H 1.1282 -1.5101 0.5630  0.37

Properties
Frontier orbital gap (spin up / spin down), eV: 8.98 / 8.98
Net charge: +1

***

The structure with the most favorable energy is #ii; the runner-up is 210.4 kJ/mol above it.

***

#i
Formula: C3H4NO
Source: OMol25
Level of theory: ωB97M-V/def2-TZVPD

Last column: natural (NBO) charge in e.
Positions of all 9 atoms, in Å:
1 C 1.7844 0.0862 0.3145  0.44
2 C -0.9562 0.3982 0.0226  -0.81
3 C -0.2609 -0.7982 -0.1834  0.57
4 N 2.5955 0.7734 0.7276  -0.14
5 O 1.0138 -0.9081 -0.1543  -0.34
6 H -0.7807 0.9639 -0.9638  0.36
7 H -2.0301 0.2119 -0.0607  0.31
8 H -0.6283 1.0376 0.8994  0.33
9 H -0.7376 -1.7650 -0.6019  0.28

Properties
Frontier orbital gap, eV: 10.46
Net charge: +1

***

#ii
Formula: C3H4NO
Source: OMol25
Level of theory: ωB97M-V/def2-TZVPD

Last column: natural (NBO) charge in e.
Positions of all 9 atoms, in Å:
1 C -0.0413 -0.8393 -0.0435  -0.35
2 C 0.2495 1.3522 -0.0897  0.15
3 C -1.2779 -0.0256 -0.1094  0.74
4 N 0.9300 0.2580 -0.0878  -0.44
5 O -2.4345 -0.0177 0.0534  -0.30
6 H 0.1059 -1.3955 0.8822  0.28
7 H 0.0039 -1.5954 -0.7249  0.27
8 H 0.5940 2.2858 0.0736  0.21
9 H 1.8704 -0.0225 0.0460  0.45

Properties
Frontier orbital gap, eV: 10.10
Net charge: +1

***

#iii
Formula: C3H4NO
Source: OMol25
Level of theory: ωB97M-V/def2-TZVPD

Last column: natural (NBO) charge in e.
Positions of all 9 atoms, in Å:
1 O 2.1940 0.1450 0.0480  -0.33
2 C 1.0511 0.0335 -0.0332  0.51
3 C 0.0337 -1.1224 -0.0271  0.17
4 N -0.9873 -0.3754 -0.0386  -0.39
5 C -0.1085 1.0045 -0.0909  -0.27
6 H 0.1593 -2.2481 0.1468  0.28
7 H -1.8879 -0.7807 0.1451  0.46
8 H -0.0919 1.6341 0.8345  0.28
9 H -0.3625 1.7095 -0.9845  0.30

Properties
Frontier orbital gap, eV: 9.73
Net charge: +1

***

The structure with the most favorable energy is #iii; the runner-up is 73.7 kJ/mol above it.

***

#i
Formula: C3H4NO
Source: OMol25
Level of theory: ωB97M-V/def2-TZVPD

Last column: natural (NBO) charge in e.
Positions of all 9 atoms, in Å:
1 C 0.5781 -1.7973 -0.6188  0.48
2 N -0.1849 -0.9471 -0.4246  -0.16
3 C -0.7809 0.2360 -0.0108  -0.38
4 C 0.2853 1.2627 0.5542  0.44
5 O 1.4034 0.9886 0.6887  -0.43
6 H 1.1257 -2.7060 -0.7265  0.31
7 H -1.4350 -0.0878 0.8137  0.30
8 H -0.9645 0.7286 -0.9069  0.28
9 H -0.0273 2.3222 0.6310  0.18

Properties
Frontier orbital gap, eV: 10.00
Net charge: +1

***

#ii
Formula: C3H4NO
Source: OMol25
Level of theory: ωB97M-V/def2-TZVPD

Last column: natural (NBO) charge in e.
Positions of all 9 atoms, in Å:
1 C -0.7869 0.2343 0.0235  -0.66
2 C 0.0773 -1.0522 0.0200  0.55
3 C 0.0717 1.3171 0.0805  0.37
4 N 1.1259 1.8276 -0.0311  -0.25
5 O 1.2973 -0.9353 0.0061  -0.46
6 H -1.4761 0.1186 0.8437  0.33
7 H -0.3561 -2.0230 -0.1316  0.24
8 H -1.5621 0.2526 -0.7044  0.34
9 H 1.6090 0.2602 -0.1067  0.55

Properties
Frontier orbital gap, eV: 11.79
Net charge: +1

***

#iii
Formula: C3H4NO
Source: OMol25
Level of theory: ωB97M-V/def2-TZVPD

Last column: natural (NBO) charge in e.
Positions of all 9 atoms, in Å:
1 C -0.8127 -0.6138 0.2753  0.29
2 C -1.3710 -0.3501 -0.8594  0.07
3 C 0.5333 0.7552 -1.0680  0.37
4 N 0.0654 -0.6246 1.2240  -0.74
5 O -0.4551 0.1931 -1.6556  -0.28
6 H 0.6865 0.7787 -0.0187  0.19
7 H 1.1884 1.3881 -1.5610  0.21
8 H -0.2668 -0.0511 1.9907  0.43
9 H 0.4319 -1.4756 1.6727  0.45

Properties
Frontier orbital gap (spin up / spin down), eV: 7.83 / 7.83
Net charge: +1

***

The structure with the most favorable energy is #i; the runner-up is 15.0 kJ/mol above it.